1.
Computed, not measured: one molecule with the formula C15H22N2O2, with ωB97M-V/def2-TZVPD.

Last column: Löwdin charge in e.
CARTESIAN COORDINATES (ANGSTROEM)
C: -1.650 -1.443 -1.256  -0.086
N: -0.474 -0.631 -1.020  -0.230
C: 0.742 -1.399 -1.226  -0.209
C: 1.985 -0.677 -0.692  -0.182
C: 2.998 -1.641 -0.073  -0.194
C: 2.564 -2.167 1.297  -0.198
C: 2.938 -1.226 2.449  -0.126
C: 2.336 0.152 2.346  -0.413
O: 3.007 1.155 2.241  0.100
C: 0.859 0.254 2.427  -0.082
N: 0.155 -0.770 2.669  0.023
O: -1.203 -0.566 2.740  -0.025
C: -0.511 0.577 -1.828  -0.160
C: -1.608 1.514 -1.399  -0.219
C: -2.255 2.316 -2.330  -0.047
C: -3.240 3.203 -1.932  -0.090
C: -3.595 3.294 -0.597  -0.097
C: -2.958 2.493 0.337  -0.078
C: -1.970 1.612 -0.061  -0.045
H: -1.693 -1.835 -2.285  0.091
H: -1.651 -2.285 -0.565  0.084
H: -2.540 -0.843 -1.077  0.084
H: 0.885 -1.655 -2.292  0.127
H: 0.613 -2.339 -0.682  0.111
H: 2.471 -0.122 -1.497  0.113
H: 1.667 0.044 0.062  0.089
H: 3.959 -1.133 0.029  0.114
H: 3.143 -2.482 -0.757  0.112
H: 1.487 -2.329 1.311  0.088
H: 3.053 -3.125 1.487  0.112
H: 4.023 -1.112 2.493  0.123
H: 2.587 -1.668 3.383  0.120
H: 0.437 1.249 2.290  0.137
H: -1.588 -1.440 2.904  0.107
H: 0.445 1.096 -1.703  0.126
H: -0.622 0.341 -2.903  0.128
H: -1.984 2.248 -3.375  0.109
H: -3.734 3.822 -2.667  0.100
H: -4.365 3.984 -0.287  0.098
H: -3.232 2.555 1.380  0.102
H: -1.480 0.977 0.659  0.083

Values from the calculation:
E_tot = -22985.2644 eV
Net charge = 0
SMILES = CN(CCCCCC(=O)/C=N/O)Cc1ccccc1

=====

2.
Computed, not measured: one molecule with the formula C15H22N2O4, with ωB97M-V/def2-TZVPD.

Last column: Löwdin charge in e.
CARTESIAN COORDINATES (ANGSTROEM)
C: -5.218 0.688 0.150  -0.105
C: -3.806 0.322 0.461  -0.241
C: -2.735 0.304 -0.695  -0.277
C: -3.057 -0.764 -1.759  -0.061
C: -1.276 0.293 -0.034  -0.213
N: -1.083 -0.716 0.999  0.137
C: -0.089 -1.765 1.098  -0.395
O: 0.409 -1.941 2.155  0.102
C: 0.425 -2.613 -0.092  -0.290
N: -0.093 -2.279 -1.372  0.066
C: 1.979 -2.468 -0.091  -0.134
C: 2.532 -1.125 -0.239  -0.261
C: 3.060 -0.401 0.857  -0.017
C: 3.449 0.927 0.851  0.000
C: 3.204 1.578 -0.335  -0.385
O: 3.568 2.883 -0.504  0.058
C: 2.721 0.976 -1.409  -0.021
C: 2.392 -0.422 -1.390  -0.028
C: -1.090 1.693 0.514  -0.437
O: -0.850 1.897 1.691  0.113
O: -1.402 2.777 -0.303  0.079
H: -5.458 -0.100 -0.573  0.060
H: -5.857 0.595 1.095  0.107
H: -5.383 1.632 -0.421  0.091
H: -3.719 -0.593 1.024  0.109
H: -3.505 1.008 1.234  0.103
H: -2.791 1.207 -1.214  0.083
H: -2.416 -0.830 -2.660  0.088
H: -3.977 -0.671 -2.244  0.047
H: -3.039 -1.734 -1.195  0.103
H: -0.568 0.257 -0.866  0.145
H: -1.195 -0.320 1.945  0.142
H: 0.325 -3.701 0.293  0.177
H: -0.739 -1.521 -1.499  0.015
H: -0.533 -3.091 -1.848  0.108
H: 2.289 -3.072 -0.931  0.118
H: 2.277 -2.940 0.860  0.121
H: 3.043 -1.014 1.738  0.107
H: 3.844 1.386 1.785  0.135
H: 4.156 3.021 0.230  0.088
H: 2.428 1.606 -2.257  0.128
H: 2.025 -0.851 -2.332  0.114
H: -1.723 2.401 -1.183  0.124

Values from the calculation:
E_tot = -27080.9814 eV
Net charge = 0
SMILES = CC[C@H](C)[C@H](NC(=O)[C@@H](N)Cc1ccc(O)cc1)C(=O)O

=====

3.
Computed, not measured: a 2-piece molecular cluster, C15H22N4O3S overall, with ωB97M-V/def2-TZVPD.

Last column: Löwdin charge in e.
CARTESIAN COORDINATES (ANGSTROEM)
C: -1.223 -2.723 -4.487  -0.050
N: -0.073 -2.276 -3.704  0.021
C: 0.310 -0.997 -3.582  -0.471
O: -0.267 -0.091 -4.179  0.020
C: 1.541 -0.721 -2.686  -0.282
C: 2.155 0.685 -2.803  -0.499
S: 0.989 1.915 -2.156  0.725
N: 2.597 -1.744 -2.770  0.090
C: 3.251 -2.207 -3.837  -0.550
C: 3.009 -1.638 -5.222  0.024
O: 4.062 -3.107 -3.695  0.037
H: -1.239 -3.812 -4.549  0.086
H: -1.171 -2.307 -5.495  0.087
H: -2.144 -2.376 -4.014  0.088
H: 0.460 -2.972 -3.207  0.138
H: 1.147 -0.783 -1.669  0.139
H: 3.077 0.735 -2.222  0.081
H: 2.373 0.917 -3.846  0.066
H: 0.026 1.653 -3.058  -0.134
H: 2.883 -2.171 -1.903  0.152
H: 3.254 -0.580 -5.235  0.077
H: 3.657 -2.158 -5.927  0.088
H: 1.976 -1.791 -5.522  0.076
C: 1.457 1.172 2.477  -0.048
C: 0.017 1.658 2.645  -0.249
N: -0.236 1.855 4.099  0.054
C: -1.518 1.631 4.620  -0.199
C: -1.835 2.108 5.896  -0.036
C: -3.110 1.900 6.435  -0.101
C: -4.076 1.207 5.698  -0.107
C: -3.765 0.718 4.424  -0.032
C: -2.492 0.923 3.879  -0.181
N: -2.198 0.424 2.606  0.146
C: -0.992 0.676 1.993  -0.389
O: -0.775 0.097 0.934  0.043
H: 2.154 1.882 2.933  0.078
H: 1.586 0.196 2.956  0.090
H: 1.706 1.077 1.415  0.071
H: -0.100 2.617 2.131  0.148
H: 0.358 2.516 4.597  0.137
H: -1.089 2.641 6.474  0.106
H: -3.350 2.276 7.425  0.098
H: -5.065 1.046 6.115  0.097
H: -4.519 0.180 3.858  0.108
H: -2.805 -0.253 2.160  0.159

Values from the calculation:
E_tot = -38851.5689 eV
Net charge = 0
SMILES = CNC(=O)[C@H](CS)NC(C)=O.C[C@@H]1Nc2ccccc2NC1=O

=====

4.
Computed, not measured: a 2-piece molecular cluster, C15H22N4O7S overall, with ωB97M-V/def2-TZVPD.

Last column: Löwdin charge in e.
CARTESIAN COORDINATES (ANGSTROEM)
C: -3.243 -0.594 3.305  -0.033
C: -1.997 -1.105 2.314  -0.261
O: -1.770 -2.448 2.373  -0.036
N: -1.141 -0.201 1.464  -0.086
C: -0.856 1.087 2.195  -0.132
C: -1.606 -0.033 0.057  -0.193
O: -2.995 -0.602 0.111  -0.054
C: -3.128 -1.773 -0.820  -0.183
O: -3.899 -2.858 -0.716  0.023
C: -2.045 -1.321 -1.970  -0.021
C: -0.756 -0.531 -1.242  -0.257
C: -0.715 0.783 -2.278  -0.174
C: 0.623 1.701 -2.181  -0.439
S: 0.695 2.656 -0.539  0.862
C: 2.290 3.616 -0.373  -0.458
N: 2.051 5.133 -0.337  0.001
N: 3.345 5.611 -0.164  -0.052
C: 4.388 4.518 -0.114  -0.036
O: 3.701 3.219 -0.260  -0.094
N: 0.382 -1.474 -1.181  0.019
C: 0.051 -2.933 -1.123  -0.278
C: 0.511 -3.851 -2.445  -0.033
O: -0.577 -3.607 -0.160  0.039
C: 1.466 -1.194 -0.191  -0.213
C: 2.868 -0.331 -0.495  -0.031
O: 1.458 -1.726 1.065  -0.020
H: -3.492 0.538 3.131  0.077
H: -4.192 -1.208 2.926  0.107
H: -3.056 -0.851 4.435  0.097
H: -0.923 0.941 3.378  0.103
H: -1.581 1.977 1.951  0.101
H: 0.287 1.379 2.009  0.078
H: -1.847 1.109 -0.029  0.145
H: -1.840 -1.990 -2.900  0.143
H: -2.643 -0.420 -2.478  0.137
H: -1.642 1.487 -2.163  0.135
H: -0.732 0.311 -3.374  0.145
H: 0.489 2.561 -3.000  0.102
H: 1.632 1.176 -2.463  0.086
H: 5.525 4.748 0.044  0.144
H: 0.867 -3.176 -3.354  0.085
H: 1.314 -4.670 -2.151  0.098
H: -0.460 -4.466 -2.769  0.102
H: 2.827 0.766 -0.096  0.051
H: 3.737 -0.870 0.123  0.107
H: 3.174 -0.440 -1.622  0.085
O: 0.844 -0.111 4.268  -0.071
H: 0.903 -0.860 3.657  0.036
H: 1.704 0.328 4.184  0.048

Values from the calculation:
E_tot = -47024.7071 eV
Net charge = 0
SMILES = CC(=O)N(C)[C@@H]1OC(=O)C[C@]1(CCSc1nnco1)N(C(C)=O)C(C)=O.O

=====

Maximum force: 1.23, 4.32, 1.97, 9.48 (eV/A)
Energy above the lowest of the compared OMol25 structures with the same formula, charge and spin: 285.3, 298.8, 78.6, 1177.5 (kJ/mol)
E_HOMO: -0.319, -0.312, -0.285, -0.338 (Ha)